Record 1
The following is a quantum chemistry calculation of C22H20ClFN2O3 in the gas phase, from the Open Molecules 2025 dataset.

XYZ file:
```
49
Properties=species:S:1:pos:R:3:forces:R:3:mulliken_charge:R:1
C -2.8557 -1.4584 0.8330 -0.0753 -0.4730 0.1773 -1.116
N -2.3981 -0.1575 0.4103 -0.0973 0.1356 -0.1705 0.248
C -1.1028 0.1579 0.2165 -0.3782 0.1605 0.0149 0.321
O -0.7338 1.2684 -0.1408 0.3080 -0.0074 -0.0098 -0.756
C -0.0715 -0.8887 0.4379 0.9858 -0.4631 0.0564 0.480
C 1.2526 -0.7817 -0.0675 0.1016 -0.6682 0.2552 -0.211
C 1.8819 -1.8883 0.4266 -0.2044 0.8373 -0.5141 0.276
C 3.2958 -2.3593 0.3310 -0.3174 -0.2224 -0.0893 -0.581
O 4.1736 -1.5110 1.0599 0.3054 0.1951 0.0719 -0.501
C 4.2678 -0.2139 0.6184 0.0377 0.1616 -0.0639 -0.131
C 3.7372 0.8003 1.4105 0.1490 -0.2106 -0.1341 -0.038
C 3.8388 2.1280 1.0422 0.0864 0.1020 -0.1865 -0.637
C 4.4781 2.4365 -0.1448 0.0160 -0.2705 0.0429 0.374
F 4.5857 3.7212 -0.5239 -0.0086 -0.0045 0.0036 -0.322
C 5.0257 1.4590 -0.9558 -0.1157 0.2051 0.0855 -0.676
C 4.9216 0.1336 -0.5673 -0.1521 -0.0096 0.3138 0.584
Cl 5.6460 -1.0799 -1.5608 0.0974 -0.0889 -0.0640 -0.220
O 1.0099 -2.5909 1.1700 0.5978 -0.1837 -0.0094 -0.289
N -0.1870 -1.9724 1.1674 -0.9160 0.2936 0.2041 -0.386
C -3.3811 0.9148 0.2406 0.1832 0.4925 0.0287 0.056
C -3.8090 1.5117 1.5887 -0.0018 -0.1432 -0.0204 -1.117
C -5.0110 0.7972 2.1928 -0.0885 0.2406 -0.0465 -0.633
C -6.1941 0.9068 1.2383 0.0682 -0.0466 0.2025 -1.248
C -5.8465 0.4141 -0.1378 0.0484 0.0274 -0.0595 1.108
C -6.8522 -0.0533 -0.9777 -0.0127 -0.0304 -0.0981 -0.755
C -6.5697 -0.4992 -2.2540 -0.1214 -0.0080 0.0305 -0.519
C -5.2630 -0.4821 -2.7144 0.1173 -0.0080 -0.0706 -0.795
C -4.2572 -0.0172 -1.8910 -0.0818 0.0134 -0.0041 -0.537
C -4.5345 0.4336 -0.6035 -0.0944 0.0070 -0.0921 -0.073
H -2.6827 -1.6117 1.9001 -0.0974 -0.0809 -0.0303 0.268
H -3.9185 -1.5409 0.6148 0.0505 -0.0109 0.0161 0.476
H -2.3278 -2.2443 0.2952 -0.1471 0.0172 0.0547 0.437
H 1.6352 -0.0017 -0.6898 0.1261 0.1654 -0.1311 0.570
H 3.5942 -2.4236 -0.7226 -0.0389 -0.0285 0.2399 0.262
H 3.3891 -3.3393 0.8027 -0.0180 0.0702 -0.1527 0.347
H 3.2449 0.5225 2.3290 -0.0691 -0.0555 0.0752 0.454
H 3.4237 2.9130 1.6526 -0.0393 0.0952 0.0509 0.434
H 5.5293 1.7299 -1.8698 0.0496 0.0150 -0.0724 0.468
H -2.8393 1.6913 -0.3155 -0.2038 -0.2097 0.1430 0.472
H -4.0701 2.5604 1.4318 0.0067 0.0629 0.0240 0.404
H -2.9573 1.4815 2.2703 0.0342 0.0900 -0.0469 0.373
H -4.7796 -0.2520 2.3777 -0.0065 -0.0586 0.0622 0.277
H -5.2659 1.2554 3.1505 0.0131 -0.0805 0.0251 0.388
H -6.4990 1.9561 1.1641 -0.0460 0.0036 0.0727 0.342
H -7.0493 0.3470 1.6233 -0.0268 0.0555 -0.0417 0.442
H -7.8711 -0.0670 -0.6170 -0.1063 -0.0125 0.0459 0.423
H -7.3652 -0.8598 -2.8890 -0.0696 -0.0357 -0.0524 0.390
H -5.0320 -0.8271 -3.7110 0.0232 -0.0271 -0.0897 0.399
H -3.2349 0.0041 -2.2411 0.1292 -0.0086 -0.0471 0.469
```
Forces are in eV/Å.

## Properties
energy above the lowest of the compared OMol25 structures with the same formula, charge and spin: 24.63 kcal per mole
DFT total energy: -1745.602160 Eh
frontier orbital gap: 9.8 eV
structure (SMILES): CN(C(=O)c1cc(COc2ccc(F)cc2Cl)on1)[C@@H]1CCCc2ccccc21
E_HOMO: -9.086 eV



Record 2
The following is a quantum chemistry calculation of a molecular structure, C22H20ClN6O6S2Zr, from the Open Molecules 2025 dataset.

XYZ file:
```
58
Properties=species:S:1:pos:R:3:forces:R:3:mulliken_charge:R:1
Zr -0.4656 0.4612 -0.5557 0.4159 -0.4985 0.1960 0.142
C 3.8345 -0.5274 0.4549 -0.0220 -0.0112 0.0040 -2.025
C 2.4780 -0.9065 -0.0385 0.0118 0.0171 0.0680 1.870
N 1.4184 -0.8118 0.6750 -0.0586 -0.0172 -0.1042 0.194
N 1.5728 -0.4665 1.9911 0.0309 -0.0350 0.0348 -0.617
C 0.4642 -0.2707 2.7340 -0.0445 0.0913 -0.0775 0.499
N 0.6516 0.0269 4.0160 0.0046 -0.0306 0.0372 -0.321
S -1.0794 -0.3870 2.0652 -0.0312 -0.0161 0.1482 -0.366
C 2.2510 -1.4352 -1.3993 0.0532 -0.0113 -0.0403 0.042
C 3.2789 -2.0261 -2.1122 0.0060 0.0114 0.0081 -1.058
C 2.9965 -2.6014 -3.3429 -0.0184 0.0065 0.0113 -0.582
C 1.6978 -2.5573 -3.8037 0.0477 -0.0048 -0.0025 -1.046
C 0.7327 -1.9303 -3.0253 -0.0340 -0.0058 -0.0233 -0.087
N 0.9905 -1.3790 -1.8472 -0.0188 -0.0384 0.0060 0.738
H 4.1663 -1.1799 1.2664 0.0004 -0.0090 -0.0091 0.391
H 3.7880 0.5032 0.8228 0.0062 0.0074 -0.0178 0.500
H 4.5716 -0.5454 -0.3392 0.0128 0.0047 0.0091 0.523
H 2.4380 -0.0284 2.2820 0.0029 0.0195 -0.0141 0.388
H 1.5694 0.1392 4.4152 0.0035 -0.0063 -0.0034 0.225
H -0.1469 0.2775 4.5727 0.0019 0.0010 -0.0019 0.255
H 4.2816 -2.0555 -1.7134 0.0021 0.0000 -0.0080 0.377
H 3.7803 -3.0711 -3.9211 -0.0028 -0.0012 -0.0030 0.443
H 1.4222 -2.9841 -4.7572 -0.0142 0.0022 0.0026 0.445
H -0.2809 -1.8494 -3.3888 -0.0052 0.0022 0.0139 0.426
O -4.8497 1.8291 0.2660 0.0013 0.0105 0.0027 -0.489
C -3.5512 1.6051 0.3007 -0.0156 -0.0127 -0.0430 0.174
O -3.0212 0.6014 -0.1315 -0.0199 -0.0588 0.0761 -0.192
C -2.7301 2.6461 0.9528 -0.0247 0.0564 0.0003 -0.142
C -3.2206 3.7203 1.6696 -0.0019 -0.0059 -0.0021 -0.651
C -2.3073 4.5085 2.3611 0.0304 -0.0168 -0.0087 -0.555
C -0.9675 4.1582 2.3415 -0.0297 0.0422 0.0188 -0.853
C -0.5780 3.0745 1.5704 0.0337 -0.0642 -0.0382 0.208
N -1.4354 2.3585 0.8593 -0.0447 -0.0099 0.0024 0.964
C 0.8210 2.5102 1.5239 -0.0585 0.1372 -0.0219 -0.159
O 1.6414 2.7801 2.3778 0.0013 -0.0106 -0.0141 -0.722
O 0.9689 1.6957 0.5384 -0.0076 0.0324 0.0040 0.008
H -5.2891 1.0828 -0.1723 0.0039 -0.0057 -0.0001 0.403
H -4.2828 3.9151 1.6988 0.0006 0.0034 -0.0023 0.587
H -2.6454 5.3621 2.9323 -0.0018 -0.0006 0.0007 0.474
H -0.2189 4.6946 2.9078 0.0042 -0.0068 0.0000 0.565
S -1.8533 0.1197 -2.6921 -0.1026 0.0258 -0.1795 -0.284
C -2.2234 -1.4225 -1.9539 -0.0768 0.2192 -0.1448 0.727
C -3.0153 -2.4166 -2.5286 0.0003 -0.0728 0.0595 -0.822
C -3.1504 -3.6142 -1.8569 -0.0128 0.0256 -0.0326 -0.210
C -2.5010 -3.8040 -0.6382 -0.0153 -0.0283 -0.0028 -1.077
C -1.7457 -2.7721 -0.1295 0.0240 0.0257 0.0152 -0.569
N -1.6194 -1.6060 -0.7724 0.1606 0.1354 -0.0052 0.669
H -3.4940 -2.2377 -3.4809 0.0023 0.0196 0.0008 0.489
H -3.7566 -4.4056 -2.2788 0.0036 -0.0027 0.0025 0.429
H -2.5853 -4.7349 -0.0971 0.0133 0.0048 0.0105 0.445
H -1.2218 -2.8569 0.8130 -0.0023 0.0065 0.0046 0.431
Cl -0.8448 3.4340 -1.9405 -0.0680 0.1173 -0.0729 -0.111
C 0.9185 3.5777 -2.1729 0.0763 -0.0486 0.0040 -0.433
C 1.6475 2.2488 -2.0023 0.1444 -0.0902 0.0034 0.464
O 2.8535 2.2495 -2.0039 -0.0093 0.0039 0.0167 -0.631
O 0.9008 1.1828 -1.9112 -0.3159 0.0858 0.1114 -0.213
H 1.3052 4.2912 -1.4513 -0.0164 0.0025 0.0063 0.315
H 1.0943 3.9529 -3.1773 -0.0272 0.0024 -0.0060 0.405
```
Forces are in eV/Å.

## Properties
energy above the lowest of the compared OMol25 structures with the same formula, charge and spin: 0.00 kcal per mole
charge: +1
DFT total energy: -2934.036037 Eh
frontier orbital gap: 7.4 eV
E_HOMO: -10.672 eV



Record 3
The following is a quantum chemistry calculation of a molecular structure, C22H20Cr2N4O6, from the Open Molecules 2025 dataset.

XYZ file:
```
54
Properties=species:S:1:pos:R:3:forces:R:3:lowdin_spin:R:1
Cr -2.5776 -2.3149 0.6659 -0.8734 1.6865 -0.4248 3.921
Cr -2.9270 0.8465 -0.0499 0.5271 -0.7608 -0.0564 3.816
C -4.7717 -0.9712 -0.0349 4.0146 1.5270 4.1991 0.021
O -4.9759 0.2753 0.2336 -1.9059 0.7700 -0.1860 0.024
O -3.6954 -1.0568 -0.7481 2.1075 -2.2155 -2.8699 0.072
O -4.9203 -1.9291 0.8005 -0.6765 -0.7982 -0.5554 0.004
C -0.8089 -0.5000 0.7256 -6.1121 -1.3908 -4.8915 0.032
O -0.5900 -1.7298 0.3452 1.5178 -1.0352 1.2979 0.014
O -0.8509 0.4035 -0.1748 2.3488 1.8734 0.0216 0.014
O -1.8978 -0.4225 1.4524 -0.8343 0.1206 3.0426 0.034
N -2.9755 1.7794 -1.9694 -0.3296 1.7683 -0.9609 0.012
C -4.0164 2.5704 -2.3021 -1.0720 -0.6530 0.2825 0.017
C -4.2243 3.1890 -3.5268 0.7700 -0.3086 0.1880 -0.001
C -3.1918 3.1267 -4.4572 -0.1150 0.0842 0.6603 0.009
C -2.0884 2.3370 -4.1421 -0.2293 0.8770 -0.4512 -0.002
C -2.0142 1.7210 -2.9149 0.1334 -1.5357 0.7134 0.009
H -4.8244 2.6376 -1.5821 0.1382 -0.1120 0.2038 0.003
H -5.1757 3.6652 -3.7060 0.1253 0.3008 -0.0147 0.000
H -3.2113 3.7465 -5.3432 -0.1020 -0.3469 -0.2587 0.001
H -1.2947 2.2789 -4.8723 0.2165 -0.2751 0.2423 0.000
H -1.2205 1.0260 -2.6613 0.2764 0.2645 -0.1616 0.000
N -0.7680 1.2797 5.2895 1.1138 -0.3002 -0.0319 0.000
C -0.5356 0.3831 4.3131 -1.7580 -0.0784 0.7729 0.000
C 0.5560 -0.4494 4.2712 0.9527 0.6573 0.0749 0.000
C 1.5975 -0.1565 5.1541 0.5603 -0.0007 -0.4273 0.000
C 1.4377 0.7882 6.1546 -0.2684 -0.1289 -0.6461 0.000
C 0.2145 1.4312 6.1831 -0.9620 0.4852 0.4000 0.000
H -1.4000 0.2821 3.6675 0.3571 -0.1879 -0.4209 0.000
H 0.7086 -1.1953 3.5041 -0.1916 0.0234 -0.0985 0.000
H 2.5753 -0.5748 4.9378 -0.0780 -0.3356 0.4016 0.000
H 2.2165 1.0842 6.8411 0.0839 -0.1924 0.0242 0.000
H -0.0349 2.1153 6.9894 0.2156 0.1022 -0.0247 0.000
N 0.5923 -1.4466 -3.8515 0.6350 -1.0665 0.4579 0.000
C 1.4825 -1.8890 -4.7431 0.5421 1.0109 -0.2534 0.000
C 2.4450 -2.8804 -4.5304 -0.9019 0.2394 -0.0984 0.000
C 2.3793 -3.5564 -3.3383 0.7003 -0.2123 0.5403 0.000
C 1.4189 -3.1943 -2.4052 0.1603 0.0642 0.2260 0.000
C 0.6025 -2.1245 -2.6793 -0.9652 0.5576 -0.7081 0.000
H 1.5538 -1.2836 -5.6429 -0.1998 -0.2291 -0.1712 0.000
H 3.1821 -3.1153 -5.2834 0.0142 0.0714 -0.0346 0.000
H 3.1646 -4.2632 -3.0906 -0.2843 -0.2536 -0.0155 0.000
H 1.3165 -3.6600 -1.4339 0.2055 -0.1260 -0.0480 0.000
H -0.1224 -1.7967 -1.9458 0.0804 0.0735 0.0837 0.000
N 3.1857 1.7532 0.7798 0.3154 -0.5574 -0.6033 0.000
C 4.2493 1.5221 1.5501 -1.5338 0.5699 0.9831 0.000
C 4.4082 0.3266 2.2366 1.3019 0.2937 -0.5459 0.000
C 3.6605 -0.7701 1.8623 -0.5154 0.0559 0.4380 0.000
C 2.5941 -0.5858 0.9824 0.3970 0.3883 0.7910 0.000
C 2.3918 0.7108 0.5095 -0.2588 0.0476 -0.1418 0.000
H 4.7762 2.4282 1.8348 0.4284 -0.2527 -0.1366 0.000
H 5.1903 0.3031 2.9870 -0.0219 -0.3731 -0.0409 0.000
H 3.8282 -1.7159 2.3635 -0.0793 -0.0812 -0.1116 0.000
H 1.8680 -1.3806 0.8790 0.0376 0.0311 -0.6028 0.000
H 1.5181 0.9518 -0.0842 -0.0087 -0.1361 -0.0528 0.000
```
Forces are in eV/Å.

## Properties
energy above the lowest of the compared OMol25 structures with the same formula, charge and spin: 0.00 kcal per mole
spin multiplicity: 9
DFT total energy: -3609.735181 Eh
frontier orbital gap (spin up / spin down): 7.2 / 8.4 eV
⟨S²⟩: 20.030
E_HOMO (spin up / spin down): -8.221 / -9.413 eV



> What is the energy above the lowest of the compared OMol25 structures with the same formula, charge and spin in the third record?

0.00 kcal per mole



> Which value of energy above the lowest of the compared OMol25 structures with the same formula, charge and spin does entry 3 give?

0.00 kcal per mole